(1)
Density functional theory data (ωB97M-V/def2-TZVPD) for a molecular structure, C43H50IrN6O2Te at a distorted geometry.

Cartesian coordinates (Å):
Ir 1.524110 0.911119 0.071996
C 3.651125 0.686115 0.216422
C 3.377905 1.603635 -0.876410
C 2.729107 2.731304 -0.315452
C 2.540557 2.518250 1.104115
C 3.178283 1.275564 1.416536
C 3.398794 0.749912 2.792519
C 2.108619 3.540294 2.106545
C 2.430168 4.024329 -1.000196
C 3.897513 1.429425 -2.269766
C 4.456005 -0.567685 0.132037
H 3.426627 -0.337567 2.820714
H 2.628272 1.093759 3.483358
H 4.361807 1.123718 3.149719
H 1.427129 3.116201 2.845306
H 1.617389 4.386127 1.625084
H 2.971483 3.935146 2.648820
H 3.112919 4.787003 -0.618902
H 1.411676 4.361459 -0.803469
H 2.568849 3.963536 -2.077056
H 3.193234 0.912508 -2.921422
H 4.828271 0.863008 -2.251770
H 4.114044 2.392727 -2.730022
H 4.107927 -1.317726 0.842486
H 5.498816 -0.344322 0.369662
H 4.431965 -1.001617 -0.867020
C -5.202965 0.013310 -4.142548
C -4.300689 -0.207103 -2.953008
C -4.694075 -1.016596 -1.873694
C -3.875691 -1.251214 -0.793681
C -4.366305 -2.029979 0.379803
O -5.415441 -1.768284 0.923325
C -3.513793 -3.152209 0.911532
C -3.733096 -3.615187 2.204620
C -2.967817 -4.655210 2.717670
C -2.003590 -5.266495 1.921333
C -1.808107 -4.827388 0.615276
C -2.549278 -3.762656 0.118141
C -2.592974 -0.637532 -0.673554
O -1.873329 -0.797908 0.358294
C -2.207588 0.215597 -1.761349
C -3.060964 0.387546 -2.873815
C -0.933005 0.921451 -1.709843
N -0.498320 1.612795 -0.659220
C -1.497745 1.829485 0.380958
C -1.455984 3.315372 0.760262
Te -2.855246 3.599531 2.320827
C -1.582387 3.064941 3.877491
C -1.521805 1.722087 4.244597
C -0.661785 1.347812 5.268559
C 0.102243 2.309152 5.920075
C 0.011597 3.646755 5.559203
C -0.833369 4.038117 4.528335
C -0.107689 0.902367 -2.938553
C 0.695347 1.994545 -3.265933
C 1.385969 2.031858 -4.464152
C 1.297681 0.962905 -5.349702
C 0.505824 -0.132001 -5.034727
C -0.202900 -0.159510 -3.841106
H -6.142608 -0.524060 -4.025070
H -4.735270 -0.334469 -5.064682
H -5.439514 1.069914 -4.275692
H -5.679544 -1.471151 -1.883228
H -4.515092 -3.153798 2.794635
H -3.142889 -5.013949 3.723829
H -1.438927 -6.107852 2.302936
H -1.098481 -5.333691 -0.027035
H -2.397529 -3.414280 -0.896865
H -2.741803 1.040486 -3.681131
H -1.312222 1.191572 1.243907
H -2.493543 1.575384 0.016833
H -1.756059 3.969083 -0.058855
H -0.481572 3.621486 1.141116
H -2.158584 0.985779 3.764815
H -0.607786 0.311523 5.578648
H 0.757226 2.015404 6.729830
H 0.592513 4.392461 6.085833
H -0.899575 5.084732 4.256655
H 0.710732 2.838274 -2.592306
H 1.982191 2.898419 -4.722985
H 1.830330 0.994024 -6.291452
H 0.420632 -0.959093 -5.727962
H -0.825281 -1.012201 -3.602695
C 1.801292 -3.041029 -2.745363
N 1.511067 -3.225735 -1.331679
C 1.817002 -4.546974 -0.783954
C 1.233525 -2.145174 -0.565996
N 1.460902 -0.933972 -0.955182
N 0.668094 -2.419283 0.653363
C 0.307447 -1.515167 1.608755
N -0.436820 -2.041152 2.599177
N 0.732583 -0.285746 1.625568
H 1.644243 -3.989252 -3.254624
H 2.836931 -2.729507 -2.919805
H 1.119703 -2.310372 -3.182129
H 1.089780 -5.288066 -1.114172
H 1.841548 -4.525137 0.301839
H 2.805074 -4.855122 -1.128146
H 1.878042 -0.895000 -1.875129
H 0.164531 -3.296507 0.690915
H -0.922439 -2.914287 2.445400
H -0.907553 -1.401258 3.213969
H 0.252339 0.222125 2.358850

Atoms 1-3, force components in eV/Å:
Ir 0.72 -0.49 0.66
C 0.20 -0.06 -0.02
C 0.17 -0.03 0.06

Properties
multiplicity	2
charge	+2
maximum force	1.48	eV Å⁻¹
lowest unoccupied orbital energy (spin up / spin down)	-5.229 / -8.729	eV
frontier orbital gap (spin up / spin down)	6.258 / 2.736	eV

***

(2)
Density functional theory data (ωB97M-V/def2-TZVPD) for a gas-phase ion, C4H3N2O (charge +1) at a distorted geometry.

Cartesian coordinates (Å):
O 0.693960 -1.499982 2.614588
N 0.379805 -1.097197 1.609696
C 0.054027 -0.440418 0.635778
C -1.107332 -0.141715 -0.217441
C -0.722023 0.719425 -1.185547
N 0.599079 1.008371 -1.146577
C 1.186858 0.405880 -0.259366
H -2.082002 -0.606132 0.099568
H -1.264983 1.223978 -2.009612
H 2.262611 0.427789 -0.141087

Atoms 1-3, force components in eV/Å:
O 0.64 -0.99 1.28
N -0.89 1.06 -0.90
C 1.04 1.16 -2.29

Properties
charge	+1
maximum force	2.77	eV Å⁻¹
lowest unoccupied orbital energy	-7.644	eV
SMILES	O=NC1=CC=[N+]=C1
frontier orbital gap	7.568	eV

***

(3)
Density functional theory data (ωB97M-V/def2-TZVPD) for a molecular structure, C13H38AsInN3O8P2SSi2.

Cartesian coordinates (Å):
In -0.106229 0.034479 0.225323
C -4.267082 -2.625201 -1.104385
C -2.787325 -2.998582 -0.984143
O -2.488173 -4.225333 -1.651038
P -2.306907 -3.249713 0.760471
O -3.446800 -4.154138 1.405533
O -1.067588 -4.226917 0.686758
O -2.019576 -1.982278 1.443822
P -1.786040 -1.646429 -1.681223
O -0.258882 -2.083060 -1.322858
O -2.034134 -1.567073 -3.140165
O -1.964703 -0.416953 -0.777815
H -4.886791 -3.458113 -0.776412
H -4.506212 -2.393660 -2.143574
H -4.491737 -1.742579 -0.502688
H -2.720526 -4.129791 -2.585030
H -4.091738 -3.661816 1.923416
H -1.201382 -4.969311 0.083339
H 0.225936 -2.416859 -2.087199
C -2.939352 1.803803 -3.941717
N -1.652441 1.348346 -3.423404
C -1.002829 1.742140 -2.344548
S 0.538119 0.955034 -2.046463
N -1.394240 2.698439 -1.512003
C -2.748284 3.192205 -1.262316
H -3.115921 1.260423 -4.864980
H -2.911531 2.865020 -4.174531
H -3.752890 1.587560 -3.253350
H -1.374905 0.420584 -3.731135
H -0.689902 2.922522 -0.805832
H -3.414553 2.376880 -0.984816
H -3.162360 3.733316 -2.107148
H -2.679987 3.883209 -0.425921
C 1.789321 -2.374229 4.953762
Si 0.232475 -1.798338 4.103301
C -0.607848 -0.381087 4.953331
C -0.868348 -3.284250 4.075152
As 1.316034 -1.109431 2.060300
Si 2.396619 0.882227 2.838203
C 1.269012 2.313268 3.221505
C 3.427329 0.614409 4.358686
C 3.545221 1.272236 1.419549
H 1.524582 -2.759121 5.942474
H 2.558946 -1.620070 5.080879
H 2.222694 -3.200993 4.385103
H -1.181850 -0.756242 5.804379
H -1.300876 0.113333 4.270090
H 0.100772 0.359095 5.324938
H -0.735044 -3.779795 5.041915
H -0.604419 -3.993697 3.291758
H -1.911782 -3.007270 3.953935
H 0.729026 2.131158 4.150520
H 0.548508 2.534734 2.436659
H 1.881313 3.208533 3.381536
H 2.828052 0.398812 5.242791
H 3.951790 1.557976 4.537923
H 4.176710 -0.169980 4.246188
H 3.004215 1.475830 0.490913
H 4.193193 0.412525 1.237140
H 4.189598 2.129130 1.638386
C 1.236381 4.718220 -1.479247
C 1.417161 3.999585 -0.170852
N 2.498059 4.323376 0.552899
O 0.621084 3.144394 0.223293
H 1.871721 5.595706 -1.570036
H 0.194830 5.015188 -1.584143
H 1.467193 4.019483 -2.286732
H 3.175675 4.986399 0.222033
H 2.675235 3.829566 1.412281

Atoms 1-3, force components in eV/Å:
In -0.05 -0.72 -0.08
C 0.05 0.02 0.03
C -0.32 -0.07 0.14

Properties
charge	+1
maximum force	0.73	eV Å⁻¹
lowest unoccupied orbital energy	-3.359	eV
frontier orbital gap	7.555	eV

***

(4)
Density functional theory data (ωB97M-V/def2-TZVPD) for a molecular structure, C8H22IMgN2O2 at a distorted geometry.

Cartesian coordinates (Å):
Mg 0.938238 -3.339024 12.866653
I 1.312481 -2.469727 10.451349
C -0.741907 -4.149231 6.668687
C -1.160943 -2.687475 6.899661
C -2.153239 -2.268741 5.821200
O -1.581869 -2.418075 4.541353
C -2.342497 -1.734573 3.557409
N -1.830747 -2.563881 8.223258
H 0.093839 -4.496605 7.278225
H -0.474665 -4.230918 5.610878
H -1.598315 -4.788991 6.890359
H -0.267456 -2.061715 6.833000
H -2.397177 -1.208397 5.952575
H -3.075359 -2.846336 5.971630
H -2.432001 -0.674800 3.826769
H -3.300835 -2.243764 3.438138
H -1.782949 -1.698827 2.622432
H -2.562840 -3.270783 8.240986
H -1.157153 -2.945179 8.885939
C 3.403858 -1.231042 6.691690
C 3.001321 0.233045 6.975154
C 1.659596 0.598528 6.397839
O 1.619439 0.400347 5.007288
C 0.334361 0.544146 4.453607
N 2.942641 0.489194 8.426362
H 2.604207 -1.914522 6.985018
H 4.333788 -1.411370 7.228677
H 3.560289 -1.348915 5.618613
H 3.746216 0.901709 6.539982
H 1.449314 1.645240 6.638625
H 0.895750 -0.032664 6.878987
H -0.314880 -0.249014 4.843696
H 0.450180 0.372545 3.383899
H -0.093055 1.536842 4.620369
H 2.477120 -0.270376 8.914359
H 3.908679 0.401018 8.734860

Atoms 1-3, force components in eV/Å:
Mg 0.17 0.44 -1.15
I -0.13 -0.45 1.16
C -0.08 0.44 -0.65

Properties
charge	+1
maximum force	1.25	eV Å⁻¹
lowest unoccupied orbital energy	-7.722	eV
frontier orbital gap	3.728	eV

***

(5)
Density functional theory data (ωB97M-V/def2-TZVPD) for a molecular structure, C4F30N2O8P3S4V at a distorted geometry.

Cartesian coordinates (Å):
V -0.654913 -0.005411 -0.058855
P -2.023628 2.647397 -0.075006
F -2.176502 1.182927 -0.796109
F -3.031505 3.297605 -1.229553
F -3.255095 2.170537 0.903013
F -1.894925 4.172388 0.526402
F -1.045655 1.884014 1.000487
F -0.719468 2.882734 -0.978963
P 0.360334 -0.409750 -3.647010
F -0.576967 -0.196432 -2.333485
F 1.682852 -0.371395 -2.732065
F 0.392904 -2.047768 -3.426267
F 1.264803 -0.734573 -4.975941
F -1.019630 -0.498588 -4.519705
F 0.519476 1.166899 -3.964026
P 1.061455 -2.591744 0.471175
F 0.599915 -1.198345 1.237772
F 2.415518 -1.887794 0.012144
F 1.611512 -3.112407 1.923345
F 1.506912 -3.895579 -0.443720
F -0.443585 -3.184206 0.709362
F 0.417153 -1.848191 -0.841651
C 2.806457 3.103092 -0.646800
F 4.049309 3.550484 -0.468391
F 1.958873 4.092692 -0.261235
F 2.654816 2.739349 -1.943373
S 2.596259 1.403803 0.392017
O 2.485076 1.767118 1.804417
O 1.313453 0.886685 -0.112060
N 4.007286 0.467312 -0.149819
S 5.008913 0.703084 1.059030
O 5.225799 2.139509 1.374889
O 4.753844 -0.165281 2.212378
C 6.718244 0.239425 0.169372
F 7.034375 1.232619 -0.675914
F 7.752229 0.022015 1.048793
F 6.478218 -0.786315 -0.577761
C -4.794676 -2.991429 -0.088214
F -5.893476 -2.729549 0.662419
F -3.965523 -3.853490 0.518765
F -5.140306 -3.524319 -1.235891
S -3.854665 -1.250145 -0.411504
O -2.427697 -1.475341 -0.656293
O -4.524640 -0.716497 -1.616795
N -4.307290 -0.212896 0.948065
S -3.489223 -0.934028 2.112486
O -3.922468 -2.252908 2.632233
O -2.057458 -0.796693 1.855291
C -3.807598 0.283989 3.569455
F -3.133967 1.451620 3.368785
F -5.191635 0.479407 3.627692
F -3.323490 -0.295624 4.726618

Atoms 1-3, force components in eV/Å:
V 1.01 -1.23 0.50
P -1.66 1.73 -0.95
F -0.43 -0.11 -0.89

Properties
multiplicity	4
charge	-3
maximum force	4.05	eV Å⁻¹
lowest unoccupied orbital energy (spin up / spin down)	6.029 / 6.029	eV
frontier orbital gap (spin up / spin down)	6.924 / 8.702	eV

***

Which value of charge does entry 1 give? +2

***

Which value of charge does entry 1 give? +2